No. 1
80
Properties=species:S:1:pos:R:3 method="wB97M-V/def2-TZVPD" gap_ev=5.637 homo_energy_ev=-6.36 total_charge=0
C -1.76940 1.71850 -6.68980
O -1.54390 -0.57230 1.64870
H -0.02860 -1.21390 -3.07530
C -5.03030 -2.46080 -8.97540
H -5.63040 -3.35990 -8.97630
H -2.16990 2.01520 -9.93340
C -4.32970 -0.33530 -9.32820
H -2.64800 0.53780 4.61760
C 2.66700 -4.58200 -10.11360
H -0.83890 1.71150 -3.25790
H 4.44170 2.00040 -6.72640
H 0.23500 0.06540 3.63930
C -2.16580 3.37610 -8.16850
C 2.27220 -2.53810 -11.00510
C 1.53930 1.14970 -1.18110
H 3.09130 -4.11800 -12.27290
C -2.49230 -0.21490 3.81420
H -1.16920 -1.58230 -10.35910
C -2.08480 2.20160 -8.87400
P 1.34060 -1.22680 -8.64990
H 0.91500 -0.40280 -10.88330
H -2.34020 4.35390 -8.59660
H 0.83630 2.58450 -2.62080
H -0.48850 1.67780 3.94280
C -0.33850 0.89190 3.17170
H -3.20590 -2.99170 -7.78340
C -5.35830 -1.21160 -9.58670
H 1.79470 3.26710 -1.32430
H -0.77020 3.75430 -1.27680
H 2.47570 0.14310 -6.37680
H 2.95120 -5.61940 -10.00600
H 0.76850 0.07670 -3.96400
H -1.89300 1.90320 0.31170
C -1.53940 0.77650 -1.45200
H 1.93410 -3.97840 -8.08440
C 1.37150 -1.20100 0.99620
C 0.44020 -0.21440 -9.91340
H 2.40290 -0.96980 0.70060
N -1.83570 1.16670 -7.97060
H 2.41220 1.12740 -0.53290
H -1.79600 0.26790 -3.51230
C -1.22650 1.77910 -0.53980
H -2.41220 0.16580 -1.23300
N -3.37710 -0.99760 -8.56220
C -1.04840 -0.58570 -9.92490
H -3.48730 -0.54430 3.44650
H 1.16590 -2.25000 0.74570
H -1.58340 1.07810 -5.84010
Ca 0.00000 0.00000 0.00000
H 1.27980 -1.09240 2.08170
C 3.58420 0.32350 -9.44980
C -0.26260 2.92310 -0.76370
C -3.81400 -2.30570 -8.35480
H 1.89440 -0.87260 -1.71850
H -6.26080 -0.97860 -10.13570
H -2.27900 1.25010 2.28400
H 0.02870 3.30070 0.22230
C 4.36680 1.28890 -8.85940
C 3.02320 0.42080 -7.26550
C -1.69270 0.39390 2.66400
H -1.63890 0.11530 -10.52630
C -1.96750 3.07200 -6.78670
C -1.01690 0.70200 -2.87720
H 0.24840 1.33480 2.34060
H -1.96230 3.77280 -5.96370
H 0.54520 0.85140 -9.69140
N 2.75900 -0.22350 -8.47370
C 1.22700 -0.02420 -1.85870
N 1.90160 -2.51890 -9.65910
C 2.74040 -3.79350 -11.30280
H -1.95890 -1.09240 4.23850
C 1.01560 2.52950 -1.54350
H 3.54760 -0.03550 -10.46630
C 0.26200 -0.15950 -3.01560
H -4.19310 0.69840 -9.60380
H 2.15960 -1.66700 -11.63190
H 5.13070 1.87100 -9.35710
C 4.00860 1.35490 -7.47780
P -1.72880 -0.54730 -8.20230
C 2.15370 -3.78350 -9.12400

---

No. 2
90
Properties=species:S:1:pos:R:3 method="wB97M-V/def2-TZVPD" gap_ev=5.859 homo_energy_ev=-2.15 total_charge=-2
H 0.44083 3.69486 0.93113
H -1.24218 4.95172 4.88711
C 2.57310 -2.07656 0.28051
N -4.28800 6.35050 4.51862
O 0.32115 0.55624 1.87223
H 0.74242 3.68445 -5.01606
H 1.27466 4.52076 -0.41690
H 0.52699 -0.80688 -4.06658
C 1.25517 3.62110 0.20239
H -1.54515 -4.24116 -2.96241
H -2.81028 -3.27010 -3.69221
H -0.59459 2.62021 -4.55414
C -2.22896 5.10578 4.46945
H -2.71837 6.71889 5.79123
C 0.34310 3.06239 -4.21160
H -0.97186 -2.17075 2.16518
H 0.47312 -0.48313 -1.58627
C 3.45400 -2.88293 -0.44802
O -4.19313 2.47714 -0.68458
H -0.59959 4.69419 -3.17114
H 1.15215 -2.01829 -2.10162
H 2.28586 -0.09915 1.08338
C -3.05867 6.09063 4.97124
H -2.51821 -1.49212 -2.07250
C 2.66926 -5.31527 3.70401
C 0.97156 -5.61439 1.53561
O 1.95449 1.87668 -1.71499
O -5.38094 1.36018 -2.39277
Si 0.94484 -2.81747 0.84862
H -1.09343 -0.48525 -3.46933
C 1.36882 -6.72837 2.26493
H -4.35533 3.98086 2.11908
H 4.73375 3.55032 0.57351
H -0.98561 -3.93773 -0.11608
H -5.70140 5.78232 3.14175
H 2.52463 -7.44682 3.92400
C -3.95280 4.56319 2.93787
H 1.00592 -7.71123 1.98994
H 1.05272 2.26173 -4.00633
H 0.07907 -3.20293 -4.21077
H 3.77468 4.79039 -0.23919
H 5.33477 -3.03236 -1.46411
C -0.17809 -3.34460 -0.55949
H 2.64369 -3.22751 3.24361
C 4.16283 -0.25868 0.08193
C -4.70131 5.57399 3.51182
H 0.52848 -1.54379 2.96112
Si -4.15926 -1.69312 1.78553
H -1.04870 3.64768 -1.09910
C 0.10375 3.88829 -2.95021
H -1.18097 -2.34569 -5.07925
O -3.72965 2.94951 -2.95300
C 2.27457 -4.20990 2.96695
Cl -5.71991 -1.77180 3.28275
K -2.65242 0.95805 0.37505
C 2.95021 -0.75882 0.54074
H 3.18409 -3.91285 -0.66200
C -0.28879 -1.22217 -3.47013
C -0.01409 -1.65747 2.01730
S 0.78918 2.19756 -0.82042
Cl -4.12178 1.92581 -2.02158
H 1.04360 4.35006 -2.63384
H 0.29220 -5.74602 0.70198
C -2.66073 4.29514 3.41023
C -1.84386 -3.21325 -3.18676
C 0.21723 -1.44373 -2.04800
N -0.74886 -2.17288 -1.20863
H 2.64589 2.33802 1.21983
H 3.32860 -5.19143 4.55447
C -0.77972 -2.53540 -4.08104
C 4.66759 -2.39173 -0.89957
C 1.41746 -4.33520 1.87010
H 0.36185 -4.00642 -1.26590
H 5.96289 -0.68026 -1.00228
C -2.02008 -2.44130 -1.87697
C 3.79924 3.73271 0.03714
C 2.59002 3.38394 0.90199
H 4.41803 0.77725 0.26609
C 2.21782 -6.58052 3.35082
H 3.79256 3.13952 -0.87601
Se -1.56256 2.94899 2.67537
Cl -5.38675 -1.83032 0.02404
C -0.47717 3.05219 -1.81537
C 5.02285 -1.07375 -0.63504
H -2.66199 -2.98920 -1.18995
N -0.31269 -0.36772 1.42867
Cl -3.54666 -3.83679 1.91125
H -1.13902 2.28041 -2.20792
O -3.10098 0.88106 -2.00771
H 2.60285 3.98053 1.81716